P) ORCA calculation (the ωB97M-V functional and the def2-TZVPD basis) on a 2-piece molecular cluster, C2H3Cl2O2P overall.

XYZ file:
```
10
Properties=species:S:1:pos:R:3:nbo_charge:R:1
O -1.5263 -0.0071 0.3811 -0.5126
H -0.6111 0.2139 -1.4833 0.2413
Cl -3.9335 -0.6778 1.0028 -0.0381
Cl 4.6474 0.2400 0.0516 -0.2492
C -2.6068 -0.4790 -0.2113 0.7694
P 0.9522 0.7587 0.3697 0.4216
H 0.3181 0.5892 1.6136 -0.0310
H 5.7934 -0.1876 0.0621 0.2483
O -2.6211 -0.7591 -1.3844 -0.5524
C -0.4122 0.3088 -0.4018 -0.2973
```

Computed properties:
- HOMO-LUMO gap: 9.70 eV
- E_HOMO: -9.916 eV
- Charge: 0
- SMILES string: [H]/P=C\OC(=O)Cl.Cl

=====

Q) ORCA calculation (the ωB97M-V functional and the def2-TZVPD basis) on a 2-piece molecular cluster, C2H3Cl2O2P overall.

XYZ file:
```
10
Properties=species:S:1:pos:R:3:nbo_charge:R:1
H 0.1034 1.8912 1.7376 -0.0346
O -0.6443 -0.8127 -0.5626 -0.5032
H 0.7086 -0.0006 2.4648 -0.0274
C 0.3867 -1.1819 -1.2490 0.7782
Cl 0.3664 -2.9809 -1.2795 -0.0640
O 1.2004 -0.5047 -1.7723 -0.5345
Cl -2.1495 0.8394 0.5496 0.1024
C -0.7989 0.5771 -0.3629 -0.0260
P 1.1070 0.9244 1.4485 0.0739
H -0.2800 1.2488 -0.9745 0.2351
```

Computed properties:
- HOMO-LUMO gap (alpha / beta): 7.55 / 7.76 eV
- E_HOMO (alpha / beta): -8.638 / -8.659 eV
- Charge: 0

=====

The most stable of them is P).

=====

P) ORCA calculation (the ωB97M-V functional and the def2-TZVPD basis) on CH2N2P2 as an isolated structure.

XYZ file:
```
7
Properties=species:S:1:pos:R:3:nbo_charge:R:1
N -0.1542 -1.1851 -0.9344 -0.5558
P 0.6087 -1.6225 1.1936 1.0950
H 0.7383 1.6099 0.3982 -0.0387
H -0.7616 0.3311 -1.9039 0.2204
C -0.4784 0.0298 -0.9431 -0.2929
P -0.4010 0.9714 0.6350 0.7652
N 0.4481 -0.1348 1.5545 -1.1931
```

Computed properties:
- HOMO-LUMO gap: 7.66 eV
- E_HOMO: -8.447 eV
- Charge: 0

=====

Q) ORCA calculation (the ωB97M-V functional and the def2-TZVPD basis) on one molecule with the formula CH2N2P2.

XYZ file:
```
7
Properties=species:S:1:pos:R:3:nbo_charge:R:1
H -0.7820 -0.8277 0.4938 0.2368
P 0.7017 0.8992 0.5685 0.1925
H -0.0713 1.3663 -0.7119 0.0296
P 2.9137 0.4945 -0.1504 0.7726
N 0.9436 -1.8751 0.3576 -0.1275
N 3.2619 -0.9544 -0.1479 -0.7660
C 0.2586 -0.8736 0.4376 -0.3381
```

Computed properties:
- HOMO-LUMO gap (alpha / beta): 7.48 / 7.88 eV
- E_HOMO (alpha / beta): -9.348 / -8.844 eV
- Charge: 0

=====

The most stable of them is P).